{
  "formula": "C4H12N2O2",
  "method": "ωB97M-V with the def2-TZVPD basis set",
  "elements": ["N", "C", "N", "C", "C", "C", "O", "H", "H", "H", "H", "H", "H", "H", "H", "H", "H", "O", "H", "H"],
  "positions_angstrom": [[0.19477, 1.44355, 2.52869], [0.49460, 0.01622, 2.27780], [-0.38757, -0.39596, 1.19429], [0.30498, -1.19702, 0.11463], [-0.75237, -1.72177, -0.91888], [-1.45746, -0.58463, -1.61583], [-0.90342, 0.49486, -1.60015], [-0.72976, 1.59090, 2.30617], [0.50683, 1.80502, 3.35805], [0.31930, -0.47038, 3.31062], [1.48204, -0.11688, 2.02178], [-1.05922, 0.29522, 0.82885], [0.97937, -0.48132, -0.52407], [0.80049, -2.10531, 0.54992], [-0.22895, -2.56445, -1.54742], [-1.65029, -2.40460, -0.44232], [-2.46701, -0.77343, -2.05842], [2.02496, 1.47746, -2.04799], [1.29837, 1.76302, -2.58763], [1.58757, 1.27377, -1.23764]],
  "mulliken_charge": [-0.521, -0.343, -0.324, -0.243, -0.648, 0.003, -0.449, 0.136, 0.182, 0.218, 0.338, 0.261, 0.030, 0.402, 0.325, 0.279, 0.326, -0.639, 0.317, 0.351],
  "e_above_lowest_ev": 3.529,
  "e_homo_ev": -8.63,
  "homo_lumo_gap_ev": 9.342,
  "molar_mass_da": 120.2,
  "smiles": "NCNCCC=O.O"
}

{
  "formula": "C12H25HgNO7S",
  "method": "ωB97M-V with the def2-TZVPD basis set",
  "elements": ["Hg", "C", "C", "O", "O", "H", "H", "H", "C", "C", "O", "O", "H", "H", "H", "C", "C", "C", "O", "C", "N", "H", "H", "H", "H", "H", "H", "H", "H", "H", "H", "H", "C", "C", "C", "S", "O", "O", "C", "H", "H", "H", "H", "H", "H", "H", "H"],
  "positions_angstrom": [[0.69337, 0.35062, 0.19498], [1.89640, -2.18347, -3.02073], [1.47134, -1.34937, -1.83859], [1.75760, -0.12467, -1.83277], [0.82382, -1.89462, -0.90046], [2.96706, -2.08272, -3.18309], [1.33073, -1.80774, -3.87746], [1.65044, -3.23544, -2.90980], [-0.94324, 4.28207, 0.11694], [-0.28807, 2.92781, 0.20337], [0.71374, 2.67774, -0.51135], [-0.78175, 2.03183, 0.96306], [-0.35759, 4.95871, 0.74059], [-1.97925, 4.23931, 0.43481], [-0.87333, 4.63520, -0.90937], [1.18200, -0.61885, 4.51459], [1.15255, -0.06625, 3.08227], [2.61712, 0.05307, 2.60960], [2.69717, 0.73478, 1.35958], [3.98696, 1.26575, 1.08603], [0.37773, -1.00713, 2.18264], [0.16182, -0.58030, 4.89525], [1.82893, -0.07868, 5.20845], [1.58824, -1.63337, 4.49162], [0.65612, 0.90304, 3.02168], [3.06347, -0.92886, 2.45095], [3.01491, 0.71008, 3.38623], [4.74395, 0.74670, 1.67419], [4.02107, 2.33797, 1.28698], [4.17943, 1.11876, 0.02338], [-0.56641, -0.99342, 2.56979], [0.71235, -1.92581, 2.47632], [-2.90104, -0.02680, -2.92511], [-3.09567, -1.53708, -3.11008], [-2.37689, -2.15161, -1.91936], [-2.83719, -1.10411, -0.53972], [-1.68269, -0.72913, 0.22022], [-3.97105, -1.69612, 0.12014], [-3.37768, 0.29763, -1.51545], [-3.37447, 0.60015, -3.68363], [-1.83976, 0.21924, -3.03500], [-2.65966, -1.83128, -4.06757], [-4.15475, -1.79221, -3.17249], [-1.29073, -2.12604, -2.03208], [-2.61902, -3.20354, -1.77934], [-2.86753, 1.18340, -1.13400], [-4.45056, 0.43473, -1.41619]],
  "mulliken_charge": [1.933, -1.277, 1.093, -0.801, -0.738, 0.398, 0.297, 0.292, -1.277, 1.066, -0.747, -0.779, 0.353, 0.303, 0.349, -1.490, 0.011, -0.617, -0.563, -0.906, -0.514, 0.405, 0.393, 0.401, 0.257, 0.370, 0.499, 0.415, 0.265, 0.244, 0.231, 0.252, -0.557, -0.677, -0.236, 0.897, -0.489, -0.746, -0.430, 0.395, 0.210, 0.361, 0.293, -0.060, 0.425, 0.127, 0.371],
  "e_homo_ev": -8.88,
  "homo_lumo_gap_ev": 9.497,
  "molar_mass_da": 528.0
}

{
  "formula": "C3H5N3",
  "method": "ωB97M-V with the def2-TZVPD basis set",
  "elements": ["C", "N", "C", "N", "H", "H", "H", "H", "C", "N", "H"],
  "positions_angstrom": [[-1.87850, -0.27881, 0.01730], [-0.66960, 0.15405, -0.62520], [0.26602, 0.78695, -0.22120], [1.28496, 1.44019, 0.06103], [-2.54871, -0.63168, -0.76488], [-1.68872, -1.09024, 0.72519], [-2.35054, 0.55847, 0.54267], [0.88658, 2.38223, 0.00231], [2.24925, -1.10108, 0.11106], [1.27044, -1.70910, 0.05524], [3.17422, -0.57022, 0.16466]],
  "mulliken_charge": [-0.654, -0.333, 0.632, -0.694, 0.246, 0.271, 0.299, 0.243, 0.111, -0.401, 0.280],
  "e_above_lowest_ev": 2.086,
  "e_homo_ev": -9.80,
  "homo_lumo_gap_ev": 10.745,
  "molar_mass_da": 83.1,
  "smiles": "CN=C=N.C#N"
}

{
  "formula": "C33H76N9O9",
  "method": "ωB97M-V with the def2-TZVPD basis set",
  "elements": ["C", "C", "C", "C", "C", "N", "C", "C", "O", "C", "C", "H", "H", "H", "H", "H", "H", "H", "H", "H", "H", "H", "H", "H", "H", "H", "H", "H", "H", "H", "H", "C", "C", "O", "N", "C", "H", "H", "H", "H", "H", "H", "H", "C", "C", "O", "N", "C", "H", "H", "H", "H", "H", "H", "H", "C", "C", "O", "N", "C", "H", "H", "H", "H", "H", "H", "H", "C", "C", "O", "N", "C", "H", "H", "H", "H", "H", "H", "H", "C", "C", "O", "N", "C", "H", "H", "H", "H", "H", "H", "H", "C", "C", "O", "N", "C", "H", "H", "H", "H", "H", "H", "H", "C", "C", "O", "N", "C", "H", "H", "H", "H", "H", "H", "H", "C", "C", "O", "N", "C", "H", "H", "H", "H", "H", "H", "H"],
  "positions_angstrom": [[4.36400, 1.06110, 0.80530], [4.14463, -0.45373, 0.93262], [5.21195, -1.26992, 0.18943], [4.79720, -2.68749, -0.24288], [3.65645, -3.30932, 0.54850], [4.42507, -2.72788, -1.73059], [3.32676, -1.73928, -2.07178], [3.59994, -1.00038, -3.37003], [4.02789, -1.94032, -4.33004], [5.36098, -2.33637, -4.09020], [5.65018, -2.65458, -2.60331], [5.31429, 1.32674, 0.33403], [4.31901, 1.54665, 1.77840], [3.55541, 1.50169, 0.22397], [4.13170, -0.74614, 1.98417], [3.14304, -0.68069, 0.56682], [6.10696, -1.35201, 0.80933], [5.52358, -0.70453, -0.69612], [5.65562, -3.35930, -0.16919], [2.72556, -2.74748, 0.46733], [3.47959, -4.34348, 0.23895], [3.93566, -3.32383, 1.60228], [4.03517, -3.66083, -1.87965], [2.41867, -2.32908, -2.19841], [3.17263, -1.06432, -1.23528], [4.31206, -0.16872, -3.29251], [2.64232, -0.59488, -3.70213], [6.05123, -1.54912, -4.41740], [5.54415, -3.21515, -4.70549], [6.32763, -1.93409, -2.15210], [6.12114, -3.63445, -2.52953], [2.34490, 4.80136, -2.49423], [2.01666, 3.54303, -1.73118], [2.49662, 3.31695, -0.62314], [1.17190, 2.65831, -2.31363], [0.52446, 2.74898, -3.61344], [3.02800, 5.39024, -1.88997], [2.81381, 4.57229, -3.45193], [1.44471, 5.38350, -2.69417], [0.98272, 1.84332, -1.74697], [-0.55971, 2.75435, -3.49552], [0.79258, 1.91176, -4.25460], [0.81929, 3.66728, -4.11203], [-2.52535, -3.54369, -4.04220], [-1.86167, -2.44835, -3.24005], [-2.46872, -1.77642, -2.43029], [-0.51807, -2.25411, -3.43742], [0.33577, -2.98385, -4.35558], [-3.57068, -3.57529, -3.75089], [-2.45971, -3.34777, -5.11315], [-2.06831, -4.51518, -3.84651], [-0.13727, -1.51376, -2.86835], [1.12820, -3.53322, -3.83995], [0.79875, -2.30580, -5.07389], [-0.26888, -3.68369, -4.92236], [-0.48610, 0.89728, 2.93658], [0.41397, 1.35370, 1.81348], [1.36179, 0.66142, 1.43746], [0.12465, 2.53874, 1.22627], [-0.97161, 3.43777, 1.52778], [-0.11735, -0.06208, 3.28985], [-0.49481, 1.61096, 3.76092], [-1.51697, 0.78935, 2.59645], [0.77454, 2.80085, 0.49485], [-1.61364, 3.57051, 0.65532], [-0.58642, 4.41646, 1.82174], [-1.57678, 3.04722, 2.34138], [1.20227, -6.28040, 0.62138], [0.98254, -5.56184, -0.68813], [1.63761, -5.82532, -1.69071], [0.04737, -4.58229, -0.72252], [-0.78043, -4.06702, 0.35072], [1.98450, -7.01830, 0.47068], [1.50311, -5.58695, 1.40838], [0.29352, -6.78479, 0.95089], [-0.06069, -4.17387, -1.64061], [-1.83932, -4.19146, 0.12332], [-0.59766, -3.00354, 0.51169], [-0.56282, -4.59809, 1.27299], [-4.28000, 4.92694, 4.97745], [-2.97773, 4.21802, 4.71971], [-2.92408, 3.02268, 4.44835], [-1.83459, 4.95025, 4.78449], [-1.67956, 6.35797, 5.07728], [-5.08602, 4.21367, 4.86609], [-4.29946, 5.35509, 5.98119], [-4.43965, 5.73067, 4.25827], [-1.00626, 4.40542, 4.60036], [-1.21954, 6.88728, 4.24098], [-1.05958, 6.51045, 5.96196], [-2.65230, 6.80286, 5.26436], [0.84641, -0.33508, -8.01663], [1.39552, 0.77999, -7.15617], [0.67882, 1.41517, -6.39750], [2.72083, 1.06304, -7.26425], [3.70528, 0.42449, -8.11313], [-0.21547, -0.42215, -7.80501], [0.98363, -0.11837, -9.07638], [1.33848, -1.28388, -7.80497], [3.01923, 1.83425, -6.68712], [4.51117, -0.01364, -7.52168], [4.13995, 1.13555, -8.81692], [3.23972, -0.37175, -8.68576], [-6.37927, 1.87747, 4.20164], [-7.27415, 3.05893, 3.91953], [-6.90484, 4.01374, 3.25081], [-8.52419, 3.03375, 4.45529], [-9.12086, 1.99702, 5.27021], [-5.42394, 2.04775, 3.71212], [-6.21065, 1.75166, 5.27226], [-6.81550, 0.94777, 3.83632], [-9.07658, 3.84816, 4.23670], [-10.01080, 1.58262, 4.79315], [-9.40634, 2.38155, 6.25102], [-8.41153, 1.18847, 5.41961], [-3.40200, 0.18123, 6.09375], [-4.35038, -0.91872, 5.67157], [-5.54191, -0.72119, 5.49968], [-3.82226, -2.15463, 5.45639], [-2.44387, -2.56455, 5.59503], [-3.97645, 1.09671, 6.18983], [-2.91491, -0.04508, 7.04326], [-2.63726, 0.34749, 5.33411], [-4.50124, -2.84213, 5.16932], [-2.04229, -2.93255, 4.64802], [-2.33567, -3.35284, 6.34258], [-1.83966, -1.71889, 5.90957]],
  "mulliken_charge": [-1.232, 0.113, -1.130, 0.229, -1.729, 0.076, 1.122, -0.653, -0.440, -0.474, -0.667, 0.446, 0.344, 0.106, 0.612, 0.044, 0.373, 0.414, 0.537, 0.308, 0.575, 0.396, 0.458, -0.257, -0.651, 0.220, 0.398, 0.327, 0.389, 0.379, 0.413, -1.584, 1.040, -0.719, 0.026, -0.867, 0.347, 0.351, 0.395, 0.174, 0.293, 0.182, 0.362, -1.410, 0.901, -0.639, 0.103, -0.697, 0.324, 0.388, 0.374, 0.000, 0.184, 0.096, 0.401, -1.352, 0.459, -0.523, 0.167, -0.764, 0.275, 0.410, 0.408, 0.039, 0.299, 0.321, 0.045, -1.505, 0.962, -0.681, 0.133, -1.034, 0.332, 0.386, 0.447, -0.010, 0.316, 0.270, 0.444, -1.014, 0.831, -0.490, -0.131, -0.986, -0.312, 0.421, 0.439, 0.242, 0.286, 0.309, 0.369, -1.526, 0.899, -0.644, -0.122, -0.822, 0.310, 0.461, 0.393, 0.214, 0.214, 0.325, 0.319, -1.215, 0.565, -0.678, -0.168, -0.750, 0.203, 0.368, 0.656, 0.250, 0.281, 0.276, 0.257, -0.795, 0.759, -0.643, -0.155, -0.724, 0.080, 0.456, 0.067, 0.247, 0.174, 0.291, 0.298],
  "e_homo_ev": -10.26,
  "homo_lumo_gap_ev": 8.161,
  "molar_mass_da": 743.0,
  "total_charge": 1
}

Q: What is the formula in the first record?
A: C4H12N2O2